Entry 1:
Below is a molecular structure, C31H31N2OS5SbSnTe, with properties calculated with wB97M-V/def2-TZVPD.

- Relative energy (zero: lowest compared OMol25 entry of this formula, charge and spin): 0.569 eV
- Net charge: -2
- Gap between HOMO and LUMO: 5.1 eV
- DFT total energy: -4098.301473 Eh
- Multiplicity: 1

Geometry as XYZ:
```
73
Properties=species:S:1:pos:R:3:forces:R:3
Sb 5.667 -0.448 2.412 0.00 0.01 0.03
Sn 2.991 0.153 0.313 0.00 0.06 -0.07
H -1.699 0.458 -3.858 0.00 0.00 0.00
H -2.271 -0.724 1.493 0.01 0.01 0.00
H -3.922 0.068 -0.169 0.00 0.00 0.00
H 0.703 -3.442 2.544 0.00 0.01 0.00
H -1.200 4.319 2.084 -0.01 0.00 0.00
C 1.618 0.263 -4.510 0.00 0.00 0.01
S 3.980 -1.868 1.435 -0.04 0.00 0.03
S 4.922 1.530 1.277 0.04 -0.02 0.00
C -1.498 2.397 -0.630 -0.01 -0.01 -0.02
S 7.731 -1.064 1.669 0.00 0.00 -0.01
C -1.641 6.270 1.315 0.01 -0.02 0.01
C -0.562 1.949 0.299 0.02 0.02 0.00
H -4.386 -4.097 -0.405 0.00 0.00 0.00
H -2.475 6.426 1.991 0.00 0.00 0.00
C -2.296 -3.189 -1.794 -0.01 0.00 0.00
H 1.789 0.891 3.352 0.01 0.00 -0.01
S 4.622 -0.576 -4.139 -0.02 0.01 0.01
C 0.490 5.855 -0.402 0.04 -0.04 0.01
C -2.703 1.727 -0.799 0.01 -0.01 0.00
C 0.273 0.455 -4.757 0.00 0.00 0.00
C -1.270 -3.156 0.539 0.02 -0.02 0.01
C -3.663 -4.125 1.611 0.00 0.00 0.01
C -1.373 -3.366 1.928 -0.01 0.00 -0.02
N 1.147 -0.300 -2.240 0.00 -0.02 0.02
C -3.540 -3.903 0.247 0.00 0.00 -0.01
H 1.318 5.693 -1.083 -0.01 0.00 -0.01
C -0.021 -2.615 -0.059 -0.02 0.04 -0.05
H -0.486 -3.514 3.864 0.00 0.00 0.00
H -2.658 -4.024 3.497 0.00 0.00 0.00
Te 1.267 2.996 0.583 -0.07 0.03 -0.07
H 1.810 -0.683 2.997 0.05 0.00 -0.01
H -0.805 -0.206 -1.634 -0.01 0.00 0.00
H -5.746 -4.657 1.460 0.00 0.00 0.00
H 6.899 -0.836 -3.295 0.00 0.00 0.01
C 2.034 -0.113 -3.224 -0.02 0.02 -0.01
H -4.812 -5.682 2.552 0.00 0.00 0.00
C -0.849 0.820 1.060 0.02 0.00 -0.01
C 3.444 -0.300 -2.879 0.04 -0.01 -0.01
N 1.720 -0.032 3.775 -0.04 -0.01 0.00
H -1.848 8.187 0.365 0.00 0.00 0.00
C -2.574 -3.856 2.428 0.00 0.00 0.00
H -0.125 -1.997 3.034 0.01 0.01 0.01
C -0.638 0.292 -3.721 0.00 0.00 0.00
H -1.527 -3.795 -2.277 0.00 0.00 0.00
H -1.285 3.274 -1.230 0.00 -0.01 0.00
C -0.138 -0.081 -2.483 0.00 0.00 0.00
C -1.290 7.259 0.404 0.01 0.02 -0.01
S 5.322 -0.284 4.662 0.01 -0.01 0.00
H 0.064 7.817 -1.165 0.00 0.00 0.00
H 6.075 -0.492 -0.847 0.00 0.00 0.00
C -0.923 5.084 1.367 -0.02 0.03 0.01
C 5.424 -0.473 -1.714 0.01 0.00 0.01
H 0.091 -2.738 -1.150 0.01 0.00 0.01
H -2.075 -2.146 -2.024 0.00 0.00 0.00
C -2.356 -3.430 -0.305 0.00 0.00 0.01
C 0.147 4.854 0.503 -0.01 -0.03 0.04
H -3.418 2.085 -1.532 0.00 0.00 0.00
C 4.009 -0.267 -1.633 -0.02 0.01 -0.01
C -4.943 -4.657 2.198 0.00 0.01 0.00
C -0.259 -3.071 2.893 0.00 -0.03 -0.01
O 0.843 -2.055 0.565 -0.01 -0.04 0.06
H 2.352 0.420 -5.290 0.01 0.00 0.01
C -0.218 7.051 -0.451 -0.01 0.00 0.02
C -2.984 0.597 -0.041 0.01 0.00 0.00
H -5.262 -4.055 3.050 0.00 0.00 0.00
H 2.605 -0.143 4.274 -0.01 0.00 0.02
H -3.254 -3.439 -2.249 0.00 0.00 0.00
H -0.061 0.751 -5.745 0.00 0.00 0.00
C -2.055 0.149 0.890 -0.01 -0.01 0.00
C 5.884 -0.652 -2.979 0.00 -0.01 -0.01
H -0.129 0.460 1.784 0.01 -0.01 0.02
```
Forces are in eV/Å.

---

Entry 2:
Below is 2 unconnected molecules or ions with the total composition C31H31N4O, with properties calculated with wB97M-V/def2-TZVPD.

- Relative energy (zero: lowest compared OMol25 entry of this formula, charge and spin): 2.756 eV
- Net charge: +1
- Gap between HOMO and LUMO: 3.3 eV
- DFT total energy: -1493.806255 Eh
- Multiplicity: 1

Geometry as XYZ:
```
67
Properties=species:S:1:pos:R:3:forces:R:3
H 1.690 3.494 6.543 -0.09 0.23 -0.33
C 0.725 2.434 -1.096 0.30 0.48 0.10
C 1.662 3.535 5.451 -0.27 0.67 0.26
H -4.315 -3.840 2.606 0.25 0.21 -0.15
C -3.950 -3.460 -2.639 0.45 -0.12 -0.01
H -0.236 2.574 -1.598 0.35 -0.01 0.18
H 2.868 0.730 -2.909 -0.09 0.10 -0.39
N 0.562 0.078 -1.574 0.01 -0.27 -0.47
H 3.235 4.120 0.476 -0.14 -0.24 -0.19
H 3.716 1.185 5.774 -0.42 0.19 -0.03
H -0.682 0.465 -5.341 0.26 0.12 -0.02
H -0.071 1.738 2.637 -0.27 0.14 -0.06
C 2.365 0.919 -3.858 -0.64 -0.04 0.05
C 1.912 1.878 3.705 0.71 0.92 1.58
H 0.984 4.499 -0.550 0.24 -0.18 -0.05
H -1.706 1.381 2.001 0.13 -0.11 0.22
H -1.945 -3.983 3.382 -0.20 0.14 -0.17
C 0.999 0.580 -3.997 0.40 0.32 -1.03
N 2.034 2.204 4.963 -0.01 -0.54 -2.48
C -1.633 -1.489 1.100 -0.35 -0.07 0.54
C 2.670 3.278 0.070 -0.07 0.14 0.20
C 1.423 3.502 -0.523 -0.07 -0.22 -0.12
H 1.587 2.647 2.994 0.09 -0.41 0.25
C -1.903 -2.494 -1.832 0.01 -0.59 -0.41
C 2.445 0.905 -0.322 0.48 0.38 0.03
H 2.359 4.309 5.094 -0.14 -0.43 0.09
C 0.242 -0.044 -2.922 -1.37 -0.94 0.11
H -4.453 -5.383 -1.784 0.19 0.27 -0.01
O -0.064 0.355 1.186 1.88 1.95 2.58
C 3.055 1.493 -4.922 -0.29 -0.08 -0.20
H -4.958 -2.154 0.876 0.19 -0.05 0.19
H -2.332 -5.586 -0.494 -0.10 0.29 -0.23
H 4.155 1.797 0.633 -0.19 0.13 -0.08
H 2.949 2.159 -6.973 -0.19 -0.12 0.21
C -1.268 -2.400 2.105 -0.41 0.16 -0.54
C 0.360 0.768 -5.241 0.37 0.18 0.36
H -3.211 -0.588 -0.032 -0.08 -0.35 0.17
C -2.997 -2.443 -2.700 -0.39 -0.14 0.51
C -3.720 -4.575 -1.822 -0.05 -0.03 0.04
C -0.744 0.950 2.316 0.01 -0.97 -1.27
C -2.535 -4.689 -1.084 -0.06 0.16 -0.21
C 1.057 1.341 -6.301 0.28 -0.04 0.17
C -1.602 -3.655 -1.110 -0.23 0.41 0.02
C 2.630 1.285 5.931 0.14 -0.57 0.59
N -0.757 -0.880 -3.094 1.98 0.98 -0.25
C -0.338 -0.725 -0.879 -0.69 0.89 3.13
H -4.852 -3.380 -3.247 0.29 -0.16 0.17
H 4.104 1.765 -4.792 -0.33 -0.09 -0.12
C 2.402 1.709 -6.144 -0.07 -0.08 0.26
C 3.186 1.982 0.169 -0.33 -0.24 0.10
H 2.162 0.297 5.850 0.12 0.28 0.00
C 1.268 1.165 -1.004 -0.21 -0.18 0.23
H 2.778 -0.128 -0.206 -0.02 0.32 -0.15
C -3.930 -2.218 1.232 -0.02 0.00 0.06
C -2.237 -3.249 2.629 0.03 0.04 0.27
H 2.440 1.702 6.924 0.15 -0.36 -0.19
C -2.972 -1.358 0.705 0.28 -0.31 0.27
H 0.647 3.794 5.125 0.30 -0.16 0.04
H 0.556 1.501 -7.257 0.16 -0.05 0.28
C -3.564 -3.161 2.195 0.05 -0.03 -0.11
H -0.651 -3.710 -0.581 -0.34 -0.03 0.02
H -0.882 0.226 3.131 -0.15 0.15 -0.20
C -0.623 -0.638 0.480 -0.96 -1.28 -3.03
H -3.087 -1.593 -3.377 -0.16 -0.22 0.32
H 2.252 0.899 3.362 -0.28 0.24 0.07
N -1.048 -1.377 -1.843 -0.03 -0.60 -1.12
H -0.216 -2.442 2.403 -0.37 -0.17 -0.04
```
Forces are in eV/Å.